Computed, not measured: C3H12ClMgN6O3 as an isolated structure in a non-equilibrium geometry, with ωB97M-V with the def2-TZVPD basis set.

The geometry in XYZ format:
```
26
Properties=species:S:1:pos:R:3
Cl 0.92 -0.97 -1.14
Mg 2.78 -1.96 -2.16
O 3.03 2.88 0.25
O -1.37 -2.06 -4.14
O 0.19 0.74 3.29
N -0.66 -1.21 4.09
N 2.15 2.73 2.28
N 0.16 -1.25 2.22
N -1.74 0.07 -3.66
N -3.18 -0.96 -4.83
N 2.06 1.01 1.08
C 2.52 2.26 1.12
C -2.05 -1.10 -4.21
C -0.19 -0.43 3.15
H -3.35 -1.75 -5.44
H 1.60 0.70 1.92
H -2.36 0.87 -3.68
H -3.41 0.01 -5.01
H -0.84 -2.18 3.89
H -1.05 -0.93 4.98
H 1.42 2.21 2.74
H 2.39 3.71 2.38
H 0.41 -0.87 1.32
H -1.01 0.00 -2.96
H -0.14 -2.21 2.31
H 1.72 0.67 0.19
```

Results
* net charge: +1
* LUMO energy: -8.260 eV
* relative energy (zero: lowest compared OMol25 entry of this formula, charge and spin): 42.9 kcal per mole
* frontier orbital gap: 0.1166 hartree
* HOMO energy: -11.43 eV